Entry 1:
Molecular formula: C32H53Cl22FNO4P
Method: DFT, wB97M-V/def2-TZVPD

Spin multiplicity: 1
SMILES string: CCCOCc1c([C@@H](F)CC)cc2c(c1P(C)C)C(=O)N(COCCC)C2=O.ClCCl.ClCCl.ClCCl.ClCCl.ClCCl.ClCCl.ClCCl.ClCCl.ClCCl.ClCCl.ClCCl
Calculated total energy in Ha: -12172.194316

XYZ file:
```
114
Properties=species:S:1:pos:R:3:forces:R:3:lowdin_charge:R:1
C -1.96375 6.66448 -1.37350 0.0 -0.5 0.0 -0.14
C -1.99354 5.20181 -0.93694 -0.1 0.1 0.2 -0.24
C -3.40379 4.66737 -0.70190 0.3 0.3 0.3 -0.20
O -3.38797 3.67026 0.31895 -0.4 0.0 -0.3 -0.16
C -3.70523 2.38002 -0.14076 0.3 -0.1 0.2 -0.20
C -2.77559 1.86688 -1.23615 0.1 0.1 0.2 -0.15
C -3.30297 1.52770 -2.48343 -0.3 0.2 -0.1 -0.14
C -4.78377 1.65702 -2.80812 0.5 -0.4 0.0 -0.28
F -4.87367 1.87821 -4.18908 -0.2 0.2 0.0 -0.03
C -5.61042 0.41262 -2.52350 -0.2 0.2 0.7 -0.22
C -5.52916 -0.13660 -1.09846 -0.2 -0.1 -0.1 -0.09
C -2.49087 1.04315 -3.51183 0.4 0.5 -0.3 -0.02
C -1.15349 0.93093 -3.25463 0.4 1.0 -0.1 -0.20
C -0.59725 1.29708 -2.02243 0.0 0.4 -0.4 -0.15
C -1.37614 1.74644 -0.96633 0.4 -0.7 -0.1 -0.24
P -0.71748 2.20113 0.67944 -1.0 2.2 1.0 0.98
C -0.93206 0.93381 1.99585 -0.1 -0.7 -0.8 -0.28
C 1.01104 2.77753 0.68180 0.6 -1.6 -0.1 -0.33
C 0.87315 1.06683 -2.20397 -0.3 -0.7 0.2 -0.34
O 1.84946 1.65207 -1.81829 -0.1 -0.1 0.2 0.08
N 0.92007 -0.00797 -3.15836 0.9 1.2 -0.5 0.10
C 2.22394 -0.46972 -3.61969 -0.1 -0.3 -0.5 -0.17
O 2.66690 -1.54658 -2.85175 0.1 0.3 0.0 -0.10
C 3.30742 -1.18682 -1.63450 0.3 -0.5 0.1 -0.22
C 4.66510 -0.52408 -1.79181 0.1 0.1 0.9 -0.22
C 5.32453 -0.47993 -0.40628 -0.2 0.2 0.0 -0.14
C -0.02078 0.46742 -4.11654 -0.6 -0.6 0.0 -0.36
O 0.13996 0.54031 -5.30591 -0.1 -0.4 0.3 0.14
H -0.92885 6.95203 -1.54278 -0.1 0.2 -0.2 0.03
H -2.35215 7.28133 -0.56227 -0.1 0.1 -0.1 0.06
H -2.55536 6.83127 -2.27502 0.1 0.1 0.0 0.08
H -1.48417 5.12301 0.02651 0.1 -0.1 0.0 0.09
H -1.45470 4.56120 -1.63739 0.0 0.0 0.0 0.06
H -4.02650 5.48866 -0.33445 -0.1 -0.1 0.0 0.13
H -3.84174 4.28403 -1.62882 -0.1 0.0 0.0 0.12
H -4.75068 2.34791 -0.44850 0.1 0.0 -0.1 0.10
H -3.62286 1.70511 0.71460 0.0 0.1 0.1 0.12
H -5.19865 2.53287 -2.31105 -0.1 0.0 -0.2 0.14
H -6.65082 0.68735 -2.69015 0.0 0.0 -0.2 0.07
H -5.35698 -0.37229 -3.23453 0.2 0.1 -0.1 0.08
H -4.51365 -0.41785 -0.82290 0.0 0.1 0.1 0.03
H -5.93916 0.55335 -0.36078 0.1 0.1 0.0 0.07
H -6.15300 -1.03047 -1.04700 0.1 -0.1 0.0 0.08
H -2.87553 0.81076 -4.49380 -0.1 -0.1 0.1 0.14
H -0.58379 -0.08082 1.77441 0.1 0.3 0.1 -0.05
H -2.00187 0.87992 2.20675 0.0 0.0 0.0 0.03
H -0.46652 1.29910 2.91011 0.2 0.1 -0.1 0.04
H 1.24014 3.45616 -0.13394 -0.5 0.0 0.2 -0.05
H 1.71917 1.94880 0.58767 0.2 0.2 -0.1 0.02
H 1.20353 3.21944 1.65917 -0.3 0.3 -0.1 0.04
H 2.94591 0.34934 -3.67414 0.0 0.1 0.3 0.13
H 2.08245 -0.84582 -4.63165 -0.1 0.0 0.0 0.14
H 3.47530 -2.13233 -1.11268 -0.1 -0.1 -0.1 0.12
H 2.65979 -0.59366 -0.98134 -0.1 0.1 -0.2 0.11
H 4.58336 0.50888 -2.13420 0.0 -0.1 -0.4 0.08
H 5.31008 -1.12148 -2.43712 -0.2 0.2 -0.3 0.11
H 4.65345 -0.03223 0.33152 0.0 0.1 0.0 0.08
H 5.58518 -1.47583 -0.06311 -0.1 0.0 0.1 0.00
H 6.24275 0.10788 -0.42373 0.0 0.0 0.0 0.06
C 1.90547 4.18160 -4.25051 0.1 0.0 0.0 -1.01
Cl 2.46597 5.85753 -4.36731 0.1 -0.1 0.0 0.51
Cl 0.17530 4.09058 -3.91522 0.0 0.0 0.0 0.61
H 2.10007 3.68599 -5.19457 0.0 0.0 0.0 0.03
H 2.43394 3.69172 -3.43996 -0.1 0.0 0.1 -0.02
C -1.73497 -2.41008 -0.74208 -0.1 -0.1 0.2 -0.99
Cl -0.38496 -3.42950 -1.25411 0.0 0.1 -0.2 0.53
Cl -2.22626 -1.22801 -1.94883 -0.1 -1.4 0.2 0.79
H -2.57028 -3.05411 -0.49032 0.0 0.0 -0.1 0.04
H -1.42448 -1.84300 0.12431 0.0 0.0 0.0 -0.06
C 0.30933 -2.89436 3.72609 0.1 0.0 0.0 -0.99
Cl -0.30890 -2.53649 2.10839 0.2 -0.3 0.3 0.59
Cl -0.68187 -4.09962 4.54946 -0.1 -0.2 -0.1 0.51
H 1.31756 -3.27974 3.63116 0.0 -0.1 0.0 0.04
H 0.30480 -1.98144 4.30832 -0.1 0.0 0.0 -0.01
C 4.66887 3.90314 -1.58448 0.0 -0.1 -0.1 -1.01
Cl 3.23410 4.55266 -0.78458 0.3 0.3 -0.1 0.59
Cl 6.11773 4.04917 -0.58399 0.0 0.0 0.0 0.52
H 4.49132 2.85210 -1.78728 0.0 0.0 0.1 0.00
H 4.82739 4.45266 -2.50609 0.0 0.1 0.0 0.02
C 0.98990 9.25671 0.13112 0.1 0.0 0.0 -1.01
Cl -0.20271 10.11811 -0.84964 0.0 0.0 0.0 0.51
Cl 0.32425 7.78526 0.84767 0.1 0.0 0.1 0.54
H 1.82402 8.98178 -0.50323 0.0 0.0 0.0 0.02
H 1.31652 9.91110 0.92992 -0.1 0.0 0.0 0.02
C 7.60495 -4.19771 -0.64335 0.0 0.0 0.0 -1.00
Cl 7.91173 -2.45808 -0.60603 0.3 -0.2 -0.1 0.56
Cl 5.93333 -4.58326 -0.20863 0.0 0.0 0.0 0.51
H 7.79086 -4.55907 -1.64731 -0.1 0.0 0.0 0.02
H 8.26596 -4.68077 0.06565 0.0 0.0 0.1 0.02
C 0.11801 -3.44708 8.23399 -0.1 -0.1 0.0 -1.00
Cl 0.22662 -2.14263 7.04875 0.1 0.3 0.3 0.53
Cl 1.42794 -4.62025 8.03394 0.0 0.0 0.0 0.53
H 0.18408 -3.02342 9.22850 0.1 0.0 0.0 0.03
H -0.82769 -3.95726 8.09765 0.0 0.0 -0.1 -0.02
C 3.23141 -7.61626 9.85012 0.0 0.0 -0.1 -1.04
Cl 4.59441 -7.01964 10.80547 0.0 0.0 0.0 0.50
Cl 1.95127 -8.29268 10.86056 0.0 0.0 0.0 0.49
H 2.81750 -6.78960 9.28594 0.0 0.0 0.1 -0.03
H 3.59041 -8.39158 9.18426 0.0 0.0 0.0 0.03
C 0.74706 -7.05346 -0.14626 0.0 0.0 -0.1 -1.03
Cl 1.93536 -8.24188 0.40402 0.0 0.0 0.0 0.50
Cl 0.01687 -6.16861 1.19618 0.0 0.0 0.1 0.48
H 1.24512 -6.34196 -0.79435 0.0 0.0 0.0 0.02
H -0.03737 -7.57239 -0.68334 0.0 0.0 0.0 0.03
C -1.13630 -7.14077 7.00598 0.1 0.0 -0.1 -1.02
Cl 0.06338 -8.31458 7.54919 0.0 0.0 0.0 0.51
Cl -2.01012 -6.42063 8.36943 0.0 0.0 0.0 0.52
H -0.62690 -6.35034 6.46589 0.0 0.0 0.1 -0.03
H -1.85058 -7.64338 6.36541 0.0 0.0 0.1 0.03
C -6.76000 -1.29630 -6.19180 0.0 0.0 -0.1 -1.00
Cl -5.81976 -2.64385 -5.53637 0.0 0.0 0.0 0.51
Cl -7.57956 -0.38757 -4.91780 -0.3 -0.1 -0.3 0.57
H -6.08424 -0.62499 -6.70801 0.0 0.0 0.1 0.03
H -7.50368 -1.69073 -6.87315 0.0 0.0 0.1 0.02
```
Forces are in eV/Å.

---

Entry 2:
Molecular formula: C32H53N6O5P2S
Method: DFT, wB97M-V/def2-TZVPD

Spin multiplicity: 3
Net charge: +1
Calculated total energy in Ha: -3036.125881

XYZ file:
```
99
Properties=species:S:1:pos:R:3:forces:R:3:lowdin_charge:R:1
C -0.30648 4.23412 5.22403 0.9 0.8 -0.5 0.11
C 0.63518 3.49565 5.01184 0.3 -0.9 0.0 -0.12
C 1.75352 2.46485 4.69693 -1.0 0.5 0.1 -0.12
C 1.08787 1.10090 4.28956 -3.1 -4.2 -1.7 -0.12
N -0.25690 0.92807 3.87652 2.5 -1.3 0.5 0.19
C -0.47114 -0.43833 3.58472 4.0 0.8 0.9 -0.25
N -1.61143 -1.00964 3.16297 -0.9 2.0 -0.4 -0.41
S -1.94180 -2.62802 2.74479 0.1 -1.0 0.2 0.88
C -2.77055 -0.05853 3.04056 -0.9 0.1 0.0 -0.12
C -2.82065 0.66780 1.63941 -0.9 1.6 -0.8 -0.33
O -2.09475 0.43931 0.69410 -0.4 -0.4 1.7 0.10
C -3.96294 1.76600 1.47791 -2.5 0.1 0.2 -0.13
C -5.35581 1.19396 1.05160 1.0 3.8 1.3 -0.03
C -6.48804 2.15801 0.92648 1.9 0.5 0.6 -0.07
C -6.32965 3.62921 1.17430 3.5 -1.8 0.6 -0.05
C -4.95152 4.12168 1.58484 -0.5 -2.1 -0.6 -0.06
C -3.75189 3.21285 1.74633 -3.2 -1.5 -0.9 -0.03
N 0.77285 -1.15605 3.82092 -4.0 1.1 -0.9 -0.20
P 1.37785 -2.78291 3.76263 1.9 -2.6 0.0 0.93
C 0.34239 -3.73471 5.06203 -0.5 0.7 -0.3 -0.25
O 1.14671 -3.48783 2.23101 -0.8 0.3 2.4 -0.31
N 1.68245 -0.24831 4.24772 0.2 6.1 0.9 -0.21
P 3.34391 -0.41819 4.75030 3.2 -3.8 -1.0 0.75
O 4.20945 -1.23257 3.82246 -1.5 1.6 1.6 -0.45
H -0.95941 5.14270 5.27883 0.8 -1.7 0.1 0.07
H 2.45242 2.28354 5.56747 -1.1 0.4 -0.8 0.10
H 2.40293 2.90568 3.86729 -0.9 -0.9 0.8 0.15
H -2.17613 -2.74547 1.37668 0.6 1.1 0.7 -0.05
H -3.72306 -0.67275 3.15764 1.2 0.7 -0.2 0.13
H -2.79105 0.69489 3.88816 0.3 -0.8 -1.1 0.14
H -5.49277 0.08426 0.88084 0.2 1.6 0.2 0.11
H -7.50684 1.77030 0.64403 1.3 0.4 0.3 0.10
H -7.18319 4.36368 1.05837 1.2 -1.2 0.2 0.10
H -4.78175 5.21717 1.77368 -0.3 -1.3 -0.2 0.09
H -2.73972 3.59084 2.07226 -1.4 -0.4 -0.5 0.11
H -0.10888 -4.67461 4.63547 0.4 1.0 0.5 0.05
H 1.04425 -3.98287 5.91918 -0.8 0.3 -1.2 0.05
H -0.46114 -3.01776 5.42842 0.8 -1.2 -0.3 0.04
H 0.60119 -4.29043 2.40574 0.2 0.7 -0.6 0.05
H 3.31186 -1.07463 6.03554 -0.6 0.8 -0.6 0.04
H 3.97944 0.84196 4.97690 -1.3 -0.1 -0.1 0.05
C 7.61052 -3.49620 -1.42791 0.0 -0.3 0.2 -0.04
C 7.51537 -1.95013 -1.49929 1.0 -1.7 -0.9 -0.48
C 8.67653 -1.31582 -0.70920 -0.1 0.3 0.4 -0.14
C 8.50251 -1.39954 0.80412 0.0 0.0 0.0 -0.18
C 7.14345 -0.85187 1.22768 0.4 0.1 -0.2 -0.13
C 5.96906 -1.49909 0.47122 -1.0 -1.0 1.5 -0.48
N 6.17435 -1.50918 -1.00753 1.0 3.7 -0.1 -0.06
O 5.96223 -0.26518 -1.45666 -0.3 -1.8 0.2 -0.02
C 5.75464 -2.93963 0.98622 0.2 -0.3 0.1 -0.04
C 4.66835 -0.77270 0.87828 0.0 0.4 -0.5 -0.06
C 7.72688 -1.63188 -2.99680 -0.5 0.6 0.1 -0.05
H 8.04371 -3.85405 -0.49312 -0.1 0.0 0.0 0.07
H 6.63161 -3.96307 -1.55896 0.0 0.1 0.1 0.09
H 8.24863 -3.89788 -2.21871 0.0 0.3 0.0 0.08
H 8.77712 -0.25922 -0.98385 -0.2 -0.1 -0.1 0.12
H 9.62164 -1.79214 -0.98770 -0.2 -0.1 -0.2 0.13
H 8.62388 -2.43075 1.14920 0.0 0.0 0.0 0.10
H 9.29411 -0.82318 1.29304 0.0 -0.1 0.0 0.11
H 7.01940 -0.99555 2.30594 -0.2 -0.1 -0.1 0.12
H 7.14037 0.23195 1.06444 -0.1 -0.1 -0.2 0.12
H 4.99109 -3.45695 0.39851 0.1 0.1 0.0 0.09
H 5.41280 -2.93235 2.02549 0.0 0.2 -0.1 0.07
H 6.65748 -3.54671 0.98232 0.0 0.0 -0.1 0.06
H 4.70911 0.30188 0.68445 0.1 -0.1 -0.3 0.08
H 4.48139 -0.88813 1.94948 0.4 -0.2 -0.6 0.02
H 3.80497 -1.18346 0.34295 0.1 0.0 -0.1 0.09
H 6.92503 -2.05522 -3.60761 0.0 0.0 0.1 0.09
H 8.67098 -2.05428 -3.35004 -0.1 -0.1 0.3 0.09
H 7.78215 -0.55964 -3.19560 -0.2 -0.1 0.1 0.08
C -3.55741 2.47374 -4.22768 0.1 0.0 -0.3 -0.04
C -4.39643 1.53212 -3.32547 1.9 1.0 0.0 -0.47
C -3.96851 0.06960 -3.55359 -0.4 -0.3 -0.1 -0.14
C -4.46768 -0.51365 -4.87209 0.0 0.0 0.0 -0.18
C -5.97332 -0.31833 -5.01913 0.3 -0.2 0.4 -0.14
C -6.41415 1.14459 -4.82679 -0.7 0.5 -2.0 -0.49
N -5.85074 1.75559 -3.58649 -1.1 -3.0 2.3 -0.05
O -6.53379 1.26489 -2.54285 0.6 1.3 -1.1 -0.03
C -5.99962 1.97531 -6.06179 0.3 0.1 -0.1 -0.04
C -7.95879 1.19639 -4.85745 0.0 0.0 0.8 -0.04
C -3.98977 1.93041 -1.88995 -0.5 -0.1 0.1 -0.05
H -3.26668 2.01221 -5.17199 -0.1 0.1 0.0 0.07
H -4.09265 3.40101 -4.44401 0.0 -0.1 0.0 0.09
H -2.62187 2.76666 -3.74486 -0.1 -0.2 0.1 0.08
H -4.34617 -0.55810 -2.73711 -0.1 0.2 0.0 0.12
H -2.87745 -0.01018 -3.51687 -0.1 0.3 0.1 0.13
H -3.93909 -0.06278 -5.71708 0.0 0.0 0.0 0.10
H -4.23551 -1.58276 -4.90737 0.0 0.1 0.0 0.11
H -6.28653 -0.67767 -6.00413 -0.1 0.2 0.0 0.13
H -6.47912 -0.95965 -4.28828 -0.1 0.2 0.1 0.12
H -6.21194 3.03683 -5.91008 0.0 -0.1 0.1 0.09
H -6.55732 1.65815 -6.94717 -0.1 -0.1 0.2 0.09
H -4.94999 1.87217 -6.32856 0.0 0.1 0.1 0.06
H -8.41508 0.55167 -4.10408 0.2 0.1 0.1 0.08
H -8.33637 0.85808 -5.82339 0.3 0.0 -0.1 0.09
H -8.32025 2.21696 -4.69817 0.1 -0.1 0.0 0.09
H -4.27249 2.96333 -1.66669 -0.1 -0.1 0.0 0.10
H -2.90684 1.84915 -1.76323 -0.1 0.0 -0.3 0.09
H -4.42059 1.29046 -1.12443 -0.2 0.0 -0.3 0.03
```
Forces are in eV/Å.